No. 1
Formula: C4H8N2O
Source: the Open Molecules 2025 dataset
Level of theory: wB97M-V/def2-TZVPD

Calculated values
2S+1 = 2
Charge = +1
HOMO (spin up / spin down) = -13.3 / -13.3 eV
ΔE to the lowest compared entry with this formula, charge and spin = 47.2 kcal/mol

Positions of all 15 atoms, in Å:
O -1.03392 -0.00340 2.86109
N -0.40246 1.34096 -1.63151
N -0.67453 0.19783 0.33237
C -1.16416 1.22262 -0.43586
C 0.54196 0.37758 -1.53501
C 1.39945 -1.53315 0.11193
C 0.43666 -0.36339 -0.34851
H 0.88567 -2.49748 0.27265
H -1.74173 2.04674 -0.08187
H -0.98836 0.01389 1.57234
H 1.37664 0.30438 -2.24049
H 2.19750 -1.43988 -0.59042
H -0.83235 1.73337 -2.43659
H -1.89663 -0.14455 3.15670
H 1.89626 -1.25555 0.99318

Cartesian forces (eV/Å) of the 6 atoms listed first:
O 2.9 0.4 -0.4
N -2.0 -1.3 4.5
N -0.1 1.3 -0.2
C 2.6 -1.3 -0.7
C 1.7 -1.8 0.4
C -2.3 1.8 -0.7

=====

No. 2
Formula: C4H8N2O2
Source: the Open Molecules 2025 dataset
Level of theory: wB97M-V/def2-TZVPD

Calculated values
2S+1 = 2
Charge = -1
HOMO (spin up / spin down) = -1.6 / -4.6 eV
ΔE to the lowest compared entry with this formula, charge and spin = 0.0 kcal/mol

Positions of all 16 atoms, in Å:
O -1.06427 -0.88008 0.33253
O -0.60141 -0.48370 -1.84148
N -2.71746 -1.07453 -1.18357
N 0.80097 0.89671 0.66780
C 0.48823 1.98055 -0.04698
C 2.04774 0.77487 1.23899
C -1.34939 -0.82692 -0.92803
C 2.61484 -0.38749 1.64621
H 2.52029 1.73317 1.40365
H 0.10440 0.01473 0.69194
H -0.45585 2.05967 -0.55362
H 2.07664 -1.31757 1.49889
H -2.87556 -1.51104 -2.08288
H 3.61676 -0.38117 2.05755
H -3.10174 -1.61392 -0.42084
H 1.18858 2.80200 -0.07740

Cartesian forces (eV/Å) of the 6 atoms listed first:
O -0.3 -0.4 -0.6
O -0.1 -0.3 -0.4
N -0.3 -0.5 -0.2
N 0.5 -2.0 1.2
C -0.5 1.2 -0.4
C -0.8 -0.5 0.1

=====

No. 3
Formula: C4H8N2O2
Source: the Open Molecules 2025 dataset
Level of theory: wB97M-V/def2-TZVPD

Calculated values
HOMO = -8.8 eV
ΔE to the lowest compared entry with this formula, charge and spin = 153.2 kcal/mol

Positions of all 16 atoms, in Å:
O -0.25472 0.50280 -2.22969
O -1.86250 -0.31146 0.86222
N 0.49328 0.66290 1.17600
N -1.62610 -0.14432 -0.49846
C -0.39072 0.12184 -1.08211
C 0.81590 0.37048 -0.24610
C 1.48660 -0.29742 1.51992
C 1.45153 -0.89523 0.10124
H -2.67077 0.12056 -1.05662
H 1.53058 1.15214 -0.81259
H 2.44722 0.07121 1.91996
H 2.43252 -1.13020 -0.55656
H -1.11666 0.17476 1.32133
H 0.90266 -1.23629 2.02955
H 0.35172 1.77684 1.52084
H 0.81040 -1.88791 0.07345

Cartesian forces (eV/Å) of the 6 atoms listed first:
O -1.0 -1.0 -1.1
O 0.0 -0.3 0.3
N -1.0 5.0 -0.4
N -3.1 0.9 -2.6
C -1.5 3.1 -0.2
C -1.2 2.3 -1.4

=====

no.,calculated total energy (hartree)
1,-341.594712
2,-417.215499
3,-417.011741